No. 1
The following is a quantum chemistry calculation of a structure of composition H14NaO7, from the OMol25 dataset.

Atoms and positions in Å:
1 Na 0.43 -0.18 -0.10
2 O -2.02 2.07 -1.58
3 H -1.21 2.26 -1.08
4 H -2.46 2.93 -1.66
5 O -2.36 -0.66 0.26
6 H -2.12 -1.07 1.10
7 H -3.00 0.02 0.49
8 O 0.03 -2.86 -0.09
9 H -0.90 -3.07 0.07
10 H 0.36 -3.61 -0.60
11 O 0.36 2.68 0.07
12 H 0.23 3.29 0.81
13 H 1.20 2.96 -0.34
14 O 1.40 -0.57 -2.54
15 H 1.02 -0.83 -3.39
16 H 2.15 -1.17 -2.41
17 O -0.31 0.63 2.38
18 H -0.52 0.46 3.30
19 H 0.22 1.44 2.39
20 O 2.27 -1.26 1.01
21 H 3.22 -1.28 0.82
22 H 2.01 -2.19 1.08

Total charge   +1
Energy relative to the best compared isomer or geometry (same formula, charge and spin)   13.4 kcal/mol
Highest occupied orbital energy   -13.90 eV
Orbital gap   10.7 eV

And the Löwdin charges, in e, turn out to be: Na 0.53; O -0.06; H -0.02; H 0.04; O -0.04; H 0.03; H 0.06; O -0.03; H 0.06; H 0.07; O -0.03; H 0.08; H 0.08; O -0.04; H 0.07; H 0.05; O -0.04; H 0.07; H 0.04; O -0.05; H 0.07; H 0.05



No. 2
The following is a quantum chemistry calculation of a cluster of 21 separate species, C45H68Br2FN20P in total, from the OMol25 dataset.

Atoms and positions in Å:
1 C 0.82 -3.48 -4.23
2 C 1.24 -3.63 -5.65
3 Br -0.13 -4.09 -6.94
4 C 2.46 -3.45 -6.11
5 Br 2.97 -3.61 -7.96
6 P 3.76 -2.96 -4.90
7 C 4.03 -1.19 -5.39
8 C 4.93 -0.46 -4.39
9 F 4.57 -1.08 -6.66
10 H -0.26 -3.47 -4.19
11 H 1.22 -4.26 -3.60
12 H 1.15 -2.53 -3.83
13 H 4.92 -3.68 -5.27
14 H 3.03 -0.77 -5.43
15 H 4.84 -0.93 -3.43
16 H 5.94 -0.43 -4.75
17 H 4.57 0.56 -4.32
18 C 0.20 -0.18 -7.41
19 C 0.66 -0.13 -6.03
20 N 1.03 -0.11 -4.94
21 H -0.65 0.49 -7.54
22 H 1.01 0.12 -8.07
23 H -0.11 -1.20 -7.66
24 C -1.97 0.64 -3.07
25 C -3.01 0.67 -4.10
26 N -3.82 0.72 -4.90
27 H -1.03 0.28 -3.51
28 H -1.81 1.64 -2.68
29 H -2.25 -0.02 -2.26
30 C 0.03 3.38 -0.71
31 C 0.07 1.93 -0.53
32 N 0.03 0.78 -0.40
33 H -0.36 3.85 0.19
34 H 1.02 3.76 -0.94
35 H -0.64 3.60 -1.54
36 C 9.09 -2.35 -3.34
37 C 8.23 -1.19 -3.07
38 N 7.56 -0.28 -2.86
39 H 9.55 -2.25 -4.32
40 H 9.87 -2.41 -2.58
41 H 8.49 -3.26 -3.31
42 C -2.86 -5.69 -8.82
43 C -3.73 -5.64 -9.99
44 N -4.42 -5.61 -10.91
45 H -2.10 -6.45 -8.95
46 H -2.37 -4.72 -8.68
47 H -3.45 -5.91 -7.93
48 C 8.61 2.63 -4.29
49 C 9.16 3.98 -4.17
50 N 9.58 5.04 -4.07
51 H 7.62 2.67 -4.74
52 H 9.26 2.03 -4.92
53 H 8.53 2.17 -3.31
54 C -2.87 4.47 2.97
55 C -2.22 5.02 1.79
56 N -1.71 5.42 0.83
57 H -2.82 3.38 2.94
58 H -2.37 4.82 3.87
59 H -3.92 4.77 2.99
60 C -5.64 1.46 2.29
61 C -5.97 2.77 2.84
62 N -6.20 3.81 3.25
63 H -5.49 1.53 1.22
64 H -4.73 1.08 2.75
65 H -6.45 0.76 2.48
66 C -0.60 -1.28 1.44
67 C -1.88 -0.56 1.50
68 N -2.88 -0.01 1.56
69 H -0.06 -0.98 0.55
70 H -0.01 -1.03 2.32
71 H -0.78 -2.35 1.42
72 C -1.82 -0.44 5.29
73 C -1.86 1.01 5.35
74 N -1.84 2.16 5.43
75 H -2.65 -0.82 4.69
76 H -0.88 -0.76 4.83
77 H -1.88 -0.86 6.29
78 C 1.71 -5.32 2.39
79 C 1.34 -4.00 2.91
80 N 1.06 -2.97 3.32
81 H 1.88 -5.25 1.32
82 H 2.61 -5.67 2.89
83 H 0.90 -6.02 2.59
84 C -9.44 2.66 1.02
85 C -8.99 1.28 1.25
86 N -8.64 0.21 1.42
87 H -10.00 3.00 1.88
88 H -8.58 3.30 0.87
89 H -10.07 2.69 0.14
90 C 1.25 0.22 7.99
91 C 1.15 -1.05 7.29
92 N 1.08 -2.05 6.71
93 H 0.76 1.01 7.42
94 H 0.78 0.15 8.97
95 H 2.29 0.49 8.13
96 C 5.08 0.53 10.80
97 C 3.65 0.80 10.85
98 N 2.53 1.01 10.92
99 H 5.61 1.19 11.49
100 H 5.27 -0.51 11.08
101 H 5.46 0.70 9.79
102 C 6.10 0.95 15.06
103 C 6.79 1.50 13.90
104 N 7.34 1.94 12.99
105 H 6.22 -0.13 15.08
106 H 6.51 1.37 15.97
107 H 5.04 1.18 15.00
108 C -6.46 2.43 -5.40
109 C -7.31 3.61 -5.20
110 N -7.99 4.52 -5.04
111 H -5.94 2.51 -6.36
112 H -5.72 2.37 -4.61
113 H -7.06 1.53 -5.40
114 C -0.29 5.86 -4.49
115 C -0.36 4.42 -4.29
116 N -0.42 3.28 -4.14
117 H -0.57 6.37 -3.56
118 H 0.72 6.15 -4.76
119 H -0.98 6.16 -5.28
120 C -6.18 -4.72 -0.32
121 C -4.82 -4.44 -0.77
122 N -3.75 -4.21 -1.12
123 H -6.64 -3.80 0.04
124 H -6.77 -5.11 -1.14
125 H -6.17 -5.46 0.49
126 C -5.89 -0.03 -2.57
127 C -6.75 -0.99 -1.88
128 N -7.42 -1.74 -1.34
129 H -5.63 -0.41 -3.55
130 H -6.40 0.92 -2.68
131 H -4.98 0.12 -1.99
132 C 5.06 -0.21 5.70
133 C 4.64 0.68 6.78
134 N 4.31 1.36 7.64
135 H 5.51 0.38 4.90
136 H 5.79 -0.93 6.07
137 H 4.19 -0.74 5.31

Highest occupied orbital energy   -9.11 eV
Orbital gap   9.2 eV

Atom charges from the Löwdin analysis, given in e for atoms 1 to 99: C -0.16; C -0.81; Br 0.72; C -0.96; Br 0.64; P 0.96; C -0.58; C -0.11; F -0.11; H 0.06; H 0.08; H 0.04; H -0.05; H 0.04; H 0.05; H 0.04; H 0.08; C -0.04; C -0.24; N 0.16; H 0.09; H 0.09; H 0.04; C -0.08; C -0.26; N 0.14; H 0.04; H 0.04; H 0.08; C -0.07; C -0.21; N 0.16; H 0.03; H 0.09; H 0.05; C -0.06; C -0.25; N 0.15; H 0.08; H 0.08; H 0.08; C -0.09; C -0.28; N 0.12; H 0.08; H 0.03; H 0.08; C -0.09; C -0.29; N 0.12; H 0.08; H 0.08; H 0.05; C -0.07; C -0.25; N 0.12; H 0.06; H 0.08; H 0.05; C -0.09; C -0.28; N 0.13; H 0.07; H 0.03; H 0.05; C -0.11; C -0.27; N 0.15; H 0.02; H 0.04; H 0.07; C -0.07; C -0.27; N 0.13; H 0.07; H 0.06; H 0.08; C -0.06; C -0.25; N 0.15; H 0.08; H 0.08; H 0.08; C -0.06; C -0.28; N 0.14; H 0.08; H 0.08; H 0.08; C -0.08; C -0.28; N 0.12; H 0.08; H 0.07; H 0.01; C -0.07; C -0.28; N 0.14; H 0.03



So what do the calculations give for strongest force on any atom? Going down the list: 0.52; 1.75 eV/A.